Entry 1:
A gas-phase ion, C4H11N2 (charge +1). Source: OMol25; level of theory: the ωB97M-V functional and the def2-TZVPD basis.

```
17
Properties=species:S:1:pos:R:3:forces:R:3:mulliken_charge:R:1
C -0.463 1.274 -1.838 0.84 -0.01 0.24 -1.03
C -0.669 -0.130 -1.238 -0.48 0.04 -1.15 -0.83
C -0.102 -0.353 0.107 0.31 0.39 0.22 -0.12
C -0.641 -0.217 1.310 0.73 0.88 0.69 0.16
N 0.170 -0.517 2.443 0.01 -0.76 0.96 -0.66
N 1.387 -0.715 0.146 -2.38 -0.90 -0.41 -0.23
H -0.481 1.993 -1.021 -0.35 0.32 -0.27 0.35
H 0.507 1.389 -2.337 0.03 -0.16 0.23 0.31
H -1.182 1.486 -2.622 -0.30 0.07 0.25 0.34
H -1.741 -0.339 -1.222 0.07 0.01 0.33 0.35
H -0.280 -0.853 -1.966 0.05 -0.20 0.28 0.39
H -1.590 0.257 1.530 -0.42 -0.48 -0.66 0.41
H -0.383 -0.975 3.169 -0.03 -0.37 -0.43 0.29
H 0.547 0.239 3.004 0.03 0.73 -0.61 0.23
H 1.753 -0.661 -0.800 0.56 0.42 0.19 0.36
H 1.797 -0.186 0.898 0.82 0.28 -0.03 0.35
H 1.370 -1.690 0.436 0.52 -0.27 0.18 0.34
```
Positions in Å, forces in eV/Å.

Computed properties:
Lowest unoccupied orbital energy, Eh: -0.124
Structure (SMILES): CC/C([NH3+])=C/N
Energy above the lowest of the compared OMol25 structures with the same formula, charge and spin, eV: 1.734
Largest force on an atom, Eh/bohr: 0.0501
HOMO, eV: -14.24
Gap between HOMO and LUMO, eV: 10.9
E, hartree: -268.24119
Charge: +1

***

Entry 2:
2 unconnected molecules or ions with the total composition C4H12N3. Source: OMol25; level of theory: the ωB97M-V functional and the def2-TZVPD basis.

```
19
Properties=species:S:1:pos:R:3:forces:R:3:mulliken_charge:R:1
C 0.641 -2.095 0.666 0.29 0.02 0.55 0.06
C 1.722 -2.286 1.393 0.12 -0.10 -0.37 -0.69
N -0.347 -1.074 1.050 0.34 0.51 -0.11 -0.19
H 0.392 -2.610 -0.248 -0.01 -0.02 0.00 0.33
H 2.451 -3.014 1.063 -0.04 -0.04 0.02 0.26
H 1.974 -1.731 2.287 -0.20 0.03 0.06 0.24
H -0.283 -0.766 2.023 0.03 -0.33 0.12 0.38
H -0.186 -0.204 0.500 -0.33 0.17 -0.38 0.23
H -1.294 -1.383 0.859 -0.30 -0.01 0.06 0.40
C -0.911 1.146 -1.378 0.52 -0.19 -0.12 -0.13
C -0.170 1.796 -0.469 -0.22 0.04 -0.33 -0.55
N -0.697 2.511 0.636 0.40 -0.58 -0.47 -0.51
N -0.376 0.504 -2.533 -0.19 -0.15 0.67 -0.52
H -1.994 1.175 -1.320 -0.06 -0.14 -0.03 0.34
H 0.902 1.839 -0.635 0.06 0.07 0.32 0.36
H -1.681 2.662 0.488 -0.23 0.29 0.22 0.23
H -0.220 3.391 0.749 -0.05 0.21 0.21 0.26
H -0.549 -0.495 -2.507 -0.17 0.07 -0.37 0.22
H 0.624 0.636 -2.623 0.02 0.14 -0.03 0.27
```
Positions in Å, forces in eV/Å.

Computed properties:
Lowest unoccupied orbital energy, Eh: -0.121
Energy above the lowest of the compared OMol25 structures with the same formula, charge and spin, eV: 2.717
Largest force on an atom, Eh/bohr: 0.0165
HOMO, eV: -11.66
Gap between HOMO and LUMO, eV: 8.4
E, hartree: -323.57842
Charge: +1

***

Entry 3:
2 unconnected molecules or ions with the total composition CH4O3S. Source: OMol25; level of theory: the ωB97M-V functional and the def2-TZVPD basis.

```
9
Properties=species:S:1:pos:R:3:forces:R:3:mulliken_charge:R:1
C -1.084 -0.105 0.269 1.75 -0.95 1.03 0.78
O -0.252 -0.954 0.469 -0.52 -0.05 -0.41 -0.51
O -0.700 1.190 0.164 -3.32 0.18 -0.22 -0.42
O -2.379 -0.426 0.276 2.00 -1.29 0.39 -0.39
S 2.971 -0.456 -0.052 -1.55 0.20 -2.01 -0.24
H 2.498 -0.622 -1.401 0.93 0.13 1.84 0.16
H 0.211 1.230 -0.057 1.45 -0.16 -0.15 0.33
H -2.943 0.265 0.067 -1.64 2.43 -0.66 0.31
H 1.678 -0.122 0.264 0.90 -0.50 0.20 -0.01
```
Positions in Å, forces in eV/Å.

Computed properties:
Lowest unoccupied orbital energy, Eh: 0.010
Structure (SMILES): O=C(O)O.S
Energy above the lowest of the compared OMol25 structures with the same formula, charge and spin, eV: 0.330
Largest force on an atom, Eh/bohr: 0.0648
HOMO, eV: -9.55
Gap between HOMO and LUMO, eV: 9.8
E, hartree: -664.41002
Charge: 0

***

Entry 4:
C5H5NO in the gas phase. Source: OMol25; level of theory: the ωB97M-V functional and the def2-TZVPD basis.

```
12
Properties=species:S:1:pos:R:3:forces:R:3:mulliken_charge:R:1
O 0.636 1.321 2.288 0.23 -0.54 -0.74 -0.34
C 0.963 0.614 1.425 1.11 0.27 1.46 0.95
C 1.696 -0.230 0.675 -0.17 -0.05 -0.14 -0.82
C 1.235 -0.864 -0.407 -0.95 0.37 -0.14 -0.21
C -0.664 0.736 -0.236 -1.34 -0.07 -1.26 -0.25
C -0.228 -0.586 -0.773 0.90 -0.48 -0.07 -0.39
N -1.826 0.909 0.233 0.20 0.45 0.96 -0.64
H 1.791 -1.590 -1.013 0.00 0.35 0.39 0.37
H -0.072 1.611 -0.536 -0.14 -0.14 0.10 0.51
H -0.830 -1.387 -0.318 0.00 0.11 -0.25 0.30
H -0.472 -0.540 -1.844 0.36 -0.39 0.07 0.30
H -2.227 0.007 0.505 -0.21 0.12 -0.38 0.24
```
Positions in Å, forces in eV/Å.

Computed properties:
Lowest unoccupied orbital energy (alpha / beta), Eh: -0.017 / -0.017
Structure (SMILES): [H]/N=C\CC=C=C=O
Energy above the lowest of the compared OMol25 structures with the same formula, charge and spin, eV: 3.281
Largest force on an atom, Eh/bohr: 0.0362
HOMO (alpha / beta), eV: -9.30 / -9.30
Gap between HOMO and LUMO (alpha / beta), eV: 8.8 / 8.8
E, hartree: -323.39912
Charge: 0